This record from the OMol25 dataset describes a molecular structure, C27H42AlCl3N4O3SSi. The level of theory is ωB97M-V/def2-TZVPD.

Computed properties:
energy relative to the best compared isomer or geometry (same formula, charge and spin)	1.9809	eV
HOMO-LUMO gap	0.2939	Ha

```
! wB97M-V def2-TZVPD RIJCOSX def2/J DEFGRID3
* xyz 0 1
C -1.280 -2.750 -3.897
C -0.356 -3.761 -3.301
H -0.724 -1.965 -4.420
H -1.881 -2.280 -3.124
H -1.948 -3.223 -4.633
C 0.406 -4.622 -3.991
C 0.568 -4.575 -5.469
H 0.918 -5.446 -3.495
H 0.965 -3.614 -5.837
H -0.391 -4.758 -5.972
H 1.268 -5.361 -5.772
Al -1.221 0.899 -0.517
Cl -2.818 1.872 -1.652
Cl -2.340 -1.057 -0.297
C -1.571 0.538 2.265
O -0.983 1.106 1.274
N -1.047 0.591 3.470
C 0.230 1.289 3.634
C -1.511 -0.252 4.577
H -2.502 -0.012 2.128
H 0.119 2.356 3.383
H 1.024 0.838 3.015
H 0.504 1.183 4.685
H -2.603 -0.218 4.652
H -1.056 0.132 5.492
H -1.200 -1.303 4.452
H 0.738 5.946 -2.790
H 0.695 2.237 -3.218
C 1.563 5.340 -2.377
C 1.532 2.899 -2.980
N 1.113 3.969 -2.078
H 1.936 5.822 -1.457
C 0.422 3.684 -0.975
O -0.046 2.546 -0.698
H 2.327 2.288 -2.532
H 0.287 4.537 -0.274
H 2.366 5.275 -3.123
H 1.941 3.361 -3.880
O 0.742 -2.564 -1.629
C -0.178 -3.621 -1.805
C 1.603 -5.299 -1.189
C 0.311 -4.809 -1.009
H 2.185 -4.905 -2.028
C 2.087 -6.288 -0.330
H -1.145 -3.304 -1.410
C -0.523 -5.312 -0.003
H 3.100 -6.669 -0.485
C 1.275 -6.758 0.711
C -0.031 -6.272 0.876
H -1.547 -4.925 0.031
H 1.662 -7.488 1.420
H -0.675 -6.632 1.683
Si 1.539 -1.612 -0.470
Cl 0.350 -0.072 -2.032
C 3.289 -2.368 -0.605
C 0.751 -2.170 1.170
C 2.112 0.182 -0.042
H 3.365 -3.350 -0.111
H 4.015 -1.699 -0.121
H 3.587 -2.500 -1.654
H 2.368 0.775 -0.939
H 3.030 0.097 0.552
H 1.358 0.720 0.551
H 1.032 -3.211 1.389
H -0.340 -2.103 1.121
H 1.108 -1.533 1.992
N -2.473 4.871 -1.003
C -2.263 4.977 0.307
N -2.709 4.161 1.240
C -2.289 4.511 2.507
C -2.649 3.889 3.721
C -2.212 4.433 4.927
C -1.375 5.562 4.952
C -0.969 6.169 3.756
C -1.437 5.657 2.551
S -1.231 6.303 0.929
H -2.250 5.661 -1.602
H -2.814 3.973 -1.366
H -3.320 3.033 3.669
H -2.525 3.978 5.866
H -1.045 5.959 5.912
H -0.313 7.039 3.730
*
```